# C17H18IrN4O2S

C17H18IrN4O2S as an isolated structure at a distorted geometry (ωB97M-V/def2-TZVPD, OMol25).

M = 534.64 u
strongest force on any atom = 10.024 eV/Å
orbital gap (spin up / spin down) = 6.7 / 4.9 eV
energy above the lowest of the compared OMol25 structures with the same formula, charge and spin = 0.000 eV
E = -41596.39027 eV
charge = +4
multiplicity = 6
⟨S²⟩ = 8.7819

Structure (XYZ):
```
43
Properties=species:S:1:pos:R:3:forces:R:3
N 0.686943 2.785133 0.418649 -0.636 0.965 -0.428
C 0.542674 3.931920 0.309428 0.703 -0.942 0.460
C 0.549467 5.369190 0.386517 -0.133 0.617 0.073
H -0.461061 5.779716 0.421350 0.022 -0.032 -0.156
H 1.121084 5.842917 -0.419250 -0.136 -0.223 0.052
H 1.027510 5.602583 1.338466 0.112 0.157 0.044
N 2.866990 -1.840541 0.116021 -0.548 0.303 -1.469
C 3.632293 -2.361929 -0.593794 1.064 -0.630 1.826
C 4.812092 -3.141638 -0.949387 0.105 -0.037 -0.367
H 5.431681 -2.637293 -1.704470 -0.230 -0.215 0.054
H 4.529154 -4.157459 -1.258377 -0.024 0.253 -0.199
H 5.407364 -3.254455 -0.026773 -0.224 0.219 -0.105
N -2.259082 -1.806773 0.402248 -1.485 0.184 -0.390
C -3.381815 -2.101968 0.319792 1.481 -0.243 0.346
C -4.708014 -2.654908 0.405911 -0.622 -0.123 0.096
H -4.648767 -3.437494 1.163071 -0.081 -0.169 0.006
H -5.080230 -3.092316 -0.528074 0.235 0.202 0.106
H -5.410648 -1.905884 0.773304 -0.052 0.017 -0.134
Ir 0.846375 -0.531945 -0.178065 0.820 -0.492 0.370
C 0.327869 -1.839278 1.097932 -3.115 -7.038 6.314
O 0.055549 -2.591889 1.940530 1.645 3.342 -3.418
C 1.828846 0.470619 1.101828 5.168 5.687 6.436
O 2.403651 1.013679 1.955033 -2.424 -2.836 -3.547
C 1.011076 0.997326 -1.902394 0.517 1.343 -1.186
C -0.356360 1.059799 -1.660504 0.613 1.711 -1.107
C -1.107139 -0.103790 -1.661007 -1.275 -1.286 -1.085
C -0.485182 -1.322189 -1.902482 -1.066 -1.035 -1.158
C 0.884957 -1.399994 -2.230793 -0.265 -0.775 -1.409
C 1.646802 -0.219798 -2.233514 0.582 0.602 -1.384
H 1.605753 1.900220 -1.824437 -0.024 -0.029 -0.157
H -0.848915 2.010540 -1.510821 0.387 0.139 -0.013
H -2.175967 -0.050089 -1.507067 0.037 -0.406 -0.030
H -1.061767 -2.236167 -1.822150 0.007 0.022 -0.156
H 1.336673 -2.354409 -2.522024 -0.225 0.263 0.256
H 2.702813 -0.239828 -2.524096 -0.337 0.106 0.250
S -2.994594 1.914036 2.086044 -0.254 0.191 1.250
C -1.911322 1.230271 3.197463 -2.075 1.307 -0.328
C -0.901141 0.581254 2.519533 1.450 -0.966 -1.846
N -0.985951 0.621758 1.162422 0.745 -0.421 1.259
C -2.037222 1.300789 0.798033 -0.396 0.230 0.283
H -2.024363 1.305421 4.259978 -0.122 0.087 0.567
H -0.087765 0.068352 2.996975 0.212 -0.139 0.288
H -2.330310 1.496525 -0.211034 -0.156 0.088 -0.265
```
Forces are in eV/Å.